{
  "formula": "C35H78BBrNO11",
  "method": "the ωB97M-V functional and the def2-TZVPD basis",
  "lumo_energy_ev": -5.028,
  "e_homo_ev": -10.43,
  "total_energy_ha": -4861.1080,
  "total_charge": 1,
  "mol_weight_g_mol": 779.72,
  "species": ["C", "C", "C", "O", "O", "C", "C", "N", "C", "B", "O", "O", "C", "C", "C", "C", "O", "Br", "C", "H", "H", "H", "H", "H", "H", "H", "H", "H", "H", "H", "H", "H", "H", "H", "H", "H", "H", "C", "C", "O", "C", "C", "H", "H", "H", "H", "H", "H", "H", "H", "H", "H", "C", "C", "O", "C", "C", "H", "H", "H", "H", "H", "H", "H", "H", "H", "H", "C", "C", "O", "C", "C", "H", "H", "H", "H", "H", "H", "H", "H", "H", "H", "C", "C", "O", "C", "C", "H", "H", "H", "H", "H", "H", "H", "H", "H", "H", "C", "C", "O", "C", "C", "H", "H", "H", "H", "H", "H", "H", "H", "H", "H", "C", "C", "O", "C", "C", "H", "H", "H", "H", "H", "H", "H", "H", "H", "H"],
  "coordinates": [[-3.310, 3.528, 3.439], [-2.949, 1.899, 3.373], [-2.284, 1.643, 1.893], [-1.079, 1.064, 1.815], [-2.985, 2.095, 0.646], [-2.090, 3.144, 0.119], [-2.883, 4.305, -0.773], [-2.082, 5.580, -0.599], [-2.186, 6.627, 0.283], [-3.400, 6.639, 1.392], [-3.216, 6.747, 2.864], [-4.797, 6.480, 0.855], [-0.963, 7.671, -0.039], [0.086, 6.873, -1.067], [1.546, 6.415, -0.479], [2.147, 5.057, -1.244], [2.209, 3.852, -0.645], [2.798, 5.090, -3.177], [-0.946, 5.712, -1.595], [-2.299, 4.135, 3.492], [-3.840, 3.821, 2.412], [-4.055, 3.777, 4.308], [-2.160, 1.663, 4.205], [-3.898, 1.232, 3.547], [-1.678, 3.728, 1.075], [-1.150, 2.704, -0.423], [-4.021, 4.395, -0.517], [-2.796, 3.992, -1.917], [-4.131, 6.485, 3.233], [-4.717, 6.701, -0.136], [-1.185, 8.725, -0.497], [-0.397, 7.867, 0.979], [0.249, 7.706, -1.895], [2.315, 7.282, -0.643], [1.433, 6.235, 0.682], [-0.534, 4.687, -1.984], [-1.499, 6.182, -2.535], [-8.570, 4.187, 7.117], [-7.323, 4.759, 6.461], [-6.883, 4.010, 5.330], [-7.803, 3.898, 4.247], [-8.203, 5.238, 3.652], [-8.398, 3.150, 7.428], [-8.842, 4.778, 7.998], [-9.425, 4.187, 6.439], [-6.505, 4.740, 7.187], [-7.468, 5.808, 6.186], [-8.683, 3.324, 4.556], [-7.304, 3.303, 3.472], [-8.713, 5.873, 4.380], [-8.878, 5.091, 2.803], [-7.318, 5.783, 3.307], [-7.786, -2.002, 3.223], [-6.365, -1.706, 2.772], [-5.639, -0.884, 3.684], [-5.465, -1.401, 5.002], [-4.715, -2.722, 5.039], [-8.342, -1.069, 3.375], [-8.307, -2.605, 2.471], [-7.809, -2.552, 4.165], [-6.404, -1.161, 1.823], [-5.813, -2.629, 2.574], [-6.433, -1.481, 5.506], [-4.888, -0.652, 5.558], [-5.249, -3.510, 4.504], [-4.577, -3.052, 6.073], [-3.731, -2.616, 4.570], [2.987, 1.083, -2.909], [3.554, 1.193, -4.316], [4.902, 1.658, -4.350], [5.866, 0.858, -3.669], [5.964, -0.559, -4.206], [3.038, 2.053, -2.399], [1.942, 0.757, -2.944], [3.540, 0.365, -2.301], [2.958, 1.918, -4.879], [3.468, 0.243, -4.851], [5.664, 0.860, -2.592], [6.834, 1.354, -3.801], [5.025, -1.106, -4.094], [6.743, -1.115, -3.675], [6.209, -0.547, -5.274], [4.400, -4.937, -2.063], [4.967, -4.828, -3.470], [6.314, -4.363, -3.504], [7.278, -5.163, -2.822], [7.377, -6.580, -3.360], [4.450, -3.968, -1.553], [3.355, -5.263, -2.098], [4.953, -5.656, -1.455], [4.371, -4.103, -4.032], [4.881, -5.778, -4.005], [7.076, -5.161, -1.746], [8.247, -4.667, -2.955], [6.438, -7.127, -3.248], [8.155, -7.136, -2.829], [7.622, -6.568, -4.428], [5.208, -4.315, 1.744], [5.080, -5.802, 2.038], [6.123, -6.586, 1.464], [7.451, -6.281, 1.885], [7.663, -6.446, 3.380], [5.226, -4.139, 0.661], [4.365, -3.767, 2.177], [6.127, -3.895, 2.158], [4.142, -6.165, 1.607], [5.016, -5.987, 3.114], [7.730, -5.275, 1.554], [8.115, -6.975, 1.356], [7.030, -5.771, 3.960], [8.705, -6.237, 3.642], [7.423, -7.468, 3.690], [0.286, -5.763, -6.347], [0.573, -4.634, -5.370], [1.940, -4.231, -5.355], [2.471, -3.743, -6.585], [1.745, -2.519, -7.114], [0.908, -6.637, -6.117], [-0.768, -6.056, -6.293], [0.498, -5.474, -7.378], [0.336, -4.978, -4.359], [-0.073, -3.773, -5.562], [2.491, -4.545, -7.331], [3.517, -3.477, -6.391], [0.695, -2.728, -7.333], [2.216, -2.165, -8.037], [1.770, -1.710, -6.376]]
}